*one*
C3H9NOS | ωB97M-V/def2-TZVPD

As for the HOMO energy (alpha / beta): -11.374 / -11.374 eV. Its net charge is +1. For the orbital gap (alpha / beta), the calculation gives 0.2809 / 0.0986 Eh. Its expectation value of S² is 0.7531. As for the multiplicity: 2.

Last columns: bonded neighbours and bond lengths (Å).
Atoms and positions in Å:
1 C 0.19207 -3.00874 0.85850  S2 1.858, H4 1.121, H5 1.185, H6 1.048
2 S 0.60602 -4.39851 2.02082  C1 1.858, C3 1.775
3 C -0.29128 -3.95118 3.48570  S2 1.775, H7 1.110, H8 1.118, H9 1.013
4 H -0.86354 -3.19528 0.53084  C1 1.121
5 H 0.82835 -3.01072 -0.14147  C1 1.185
6 H 0.39208 -2.16089 1.44095  C1 1.048
7 H -1.15349 -4.55623 3.83550  C3 1.110
8 H 0.50487 -3.99519 4.26924  C3 1.118
9 H -0.73819 -3.04207 3.48001  C3 1.013
10 C 0.02132 5.87495 -3.21158  N11 1.366, O12 1.224, H13 1.074
11 N 0.21310 4.53536 -3.40111  C10 1.366, H14 1.021, H15 0.944
12 O -0.54146 6.15323 -2.16139  C10 1.224
13 H 0.29183 6.55666 -3.99663  C10 1.074
14 H 0.47904 4.23897 -4.34077  N11 1.021
15 H 0.05929 3.95962 -2.66862  N11 0.944

=====

*two*
C3H9NOS | ωB97M-V/def2-TZVPD

As for the HOMO energy (alpha / beta): -13.686 / -13.610 eV. Its net charge is +1. For the orbital gap (alpha / beta), the calculation gives 0.3550 / 0.1656 Eh. Its expectation value of S² is 0.7532. As for the multiplicity: 2.

Last columns: bonded neighbours and bond lengths (Å).
Atoms and positions in Å:
1 C 0.48860 0.13134 -0.34497  C2 1.556, N4 1.466, H7 1.097, H8 1.087
2 C 0.78125 1.59091 0.10844  C1 1.556, S3 1.829, H9 1.095, H10 1.085
3 S 1.22253 2.73442 -1.24970  C2 1.829, H11 1.366
4 N 0.11024 -0.50124 0.92261  C1 1.466, C5 1.480, H12 1.008
5 C -1.14621 -1.27492 0.81077  N4 1.480, O6 1.408, H13 1.095, H14 1.085
6 O -0.94650 -2.45158 0.06423  C5 1.408, H15 0.950
7 H 1.45757 -0.26976 -0.66568  C1 1.097
8 H -0.15055 0.00573 -1.21519  C1 1.087
9 H -0.12343 2.05512 0.51426  C2 1.095
10 H 1.64786 1.60888 0.76074  C2 1.085
11 H 0.55770 2.10090 -2.26131  S3 1.366
12 H 0.83965 -1.14376 1.18832  N4 1.008
13 H -1.82840 -0.55491 0.34669  C5 1.095
14 H -1.50879 -1.57005 1.79043  C5 1.085
15 H -1.40152 -2.46105 -0.76963  O6 0.950

=====

Which structure is the most stable? The one labeled *one*.